Entry 1:
The following is a DFT calculation (ωB97M-V/def2-TZVPD) of 2 unconnected molecules or ions with the total composition C3H10N2O2 at a distorted geometry.

Last column: Löwdin charge in e.
Atoms and positions in Å:
C  1.27430  1.28826  2.51955  -0.04
N  1.06851  0.92428  1.05291  0.00
C  -0.12088  0.75503  0.39698  -0.52
O  -1.13368  0.24620  0.83722  0.07
C  -0.16747  1.25314  -0.99805  -0.24
N  -1.27847  2.13840  -1.35697  0.01
H  1.46081  0.36552  3.05970  0.07
H  2.19142  1.90697  2.48919  0.08
H  0.38946  1.92869  2.82664  0.11
H  1.95585  0.86188  0.60286  0.11
H  -0.06661  0.37938  -1.64624  0.11
H  0.73726  1.85148  -1.18926  0.11
H  -1.28710  2.27866  -2.35492  0.07
H  -2.08523  1.88359  -0.78935  0.07
O  -0.66105  -5.95194  -1.68385  -0.06
H  -1.35168  -6.40122  -1.19540  0.03
H  -0.92545  -5.70829  -2.57103  0.03

As for the energy: -380.26419 a.u. The LUMO energy comes out at 0.83 eV. As for the total charge: 0. The HOMO energy is -8.94 eV.



Entry 2:
The following is a DFT calculation (ωB97M-V/def2-TZVPD) of 4 unconnected molecules or ions with the total composition C20H36O7PS3 at a distorted geometry.

Last column: Löwdin charge in e.
Atoms and positions in Å:
O  -2.96306  1.26271  -0.41973  -0.01
C  -1.95994  0.84116  -1.00075  -0.47
C  -1.86345  -0.53709  -1.51428  -0.33
P  -0.86523  -1.62393  -0.18544  0.27
C  -0.75040  1.75624  -1.14600  -0.16
C  -0.67907  2.92618  -0.43617  -0.04
C  0.42103  3.74125  -0.51848  -0.10
C  1.45871  3.40260  -1.35778  -0.14
C  1.36636  2.25353  -2.09736  -0.11
C  0.28358  1.40833  -1.99280  -0.04
H  -2.87385  -0.94517  -1.60926  0.07
H  -1.32421  -0.64033  -2.45834  0.05
H  -0.69023  -0.46531  0.70153  -0.05
H  0.42122  -1.27980  -0.85797  -0.07
H  -1.02199  -2.75907  -1.12676  -0.08
H  -2.14604  -2.00470  0.43279  -0.07
H  -0.19169  -2.45425  0.75643  -0.11
H  -1.48253  3.25049  0.21787  0.11
H  0.48156  4.65028  0.07263  0.10
H  2.35147  3.99750  -1.50480  0.10
H  2.17182  1.99911  -2.78227  0.10
H  0.28756  0.51254  -2.59575  0.09
C  -6.93173  1.98528  1.39280  -0.22
C  -6.32354  1.15336  0.25819  -0.21
C  -6.65182  -0.31707  0.54091  -0.21
S  -8.18144  -0.31801  1.48104  0.66
O  -7.91740  -0.82443  2.80584  -0.33
O  -9.25102  -0.85062  0.66929  -0.34
C  -8.35207  1.46095  1.57942  -0.24
H  -6.92696  3.05011  1.16108  0.11
H  -6.35529  1.83629  2.30874  0.12
H  -6.77022  1.45475  -0.69291  0.12
H  -5.24825  1.30473  0.17628  0.09
H  -6.79729  -0.88475  -0.37448  0.10
H  -5.88262  -0.78891  1.15030  0.11
H  -8.79469  1.73401  2.53534  0.10
H  -8.99977  1.77704  0.76156  0.10
C  6.03183  2.60800  2.18862  -0.23
C  5.28288  1.47777  2.90691  -0.22
C  3.82825  1.50730  2.42057  -0.21
S  3.86829  2.19509  0.76232  0.67
O  3.18617  3.46303  0.77930  -0.31
O  3.55276  1.16653  -0.18858  -0.30
C  5.63251  2.50374  0.71998  -0.23
H  7.11118  2.52422  2.31599  0.11
H  5.71788  3.57340  2.59278  0.12
H  5.73820  0.51903  2.64839  0.11
H  5.33589  1.58303  3.99019  0.11
H  3.39139  0.51219  2.38130  0.11
H  3.21121  2.15871  3.03649  0.11
H  5.83307  3.40948  0.15189  0.10
H  6.10674  1.64682  0.24154  0.10
C  4.07155  -3.63198  -1.93556  -0.23
C  2.86327  -4.17553  -2.70878  -0.22
C  2.09552  -5.10989  -1.76653  -0.22
S  2.41653  -4.51726  -0.10129  0.65
O  3.17179  -5.52601  0.61142  -0.34
O  1.21914  -3.93812  0.43185  -0.35
C  3.53132  -3.20124  -0.57607  -0.23
H  4.54642  -2.80143  -2.45804  0.11
H  4.81670  -4.42260  -1.80936  0.11
H  2.21954  -3.34494  -3.00544  0.12
H  3.16627  -4.69676  -3.61763  0.11
H  1.02356  -5.08162  -1.95094  0.10
H  2.45775  -6.13505  -1.83215  0.10
H  4.30450  -3.08609  0.18063  0.10
H  2.94235  -2.28509  -0.65677  0.10

As for the energy: -2846.13279 a.u. The LUMO energy comes out at 2.05 eV. As for the total charge: -1. The HOMO energy is -3.48 eV.



Entry 3:
The following is a DFT calculation (ωB97M-V/def2-TZVPD) of a molecular structure, C21H27AsBrMoN7O2PSe2 at a distorted geometry.

Last column: Löwdin spin population.
Atoms and positions in Å:
Mo  0.06610  0.00982  -0.12194  1.83
Se  -0.00453  -1.59019  1.89900  0.01
P  -1.47365  -0.18962  2.72304  0.01
Se  -1.03384  1.71445  1.76119  -0.02
C  -3.20034  -0.71599  2.40171  0.00
C  -4.20204  0.21051  2.13765  0.00
C  -5.49719  -0.23868  1.92934  0.00
C  -5.78599  -1.59583  1.97505  0.00
C  -4.78283  -2.51262  2.24806  0.00
C  -3.49044  -2.07268  2.46671  0.00
C  -1.35498  -0.13310  4.53637  0.00
C  -0.52783  -1.01615  5.21630  0.00
C  -0.46758  -0.95832  6.59642  0.00
C  -1.23362  -0.03087  7.28393  0.00
C  -2.04422  0.86172  6.59701  0.00
C  -2.10957  0.81647  5.21677  0.00
H  -3.95702  1.26485  2.08784  0.00
H  -6.28868  0.47296  1.74431  0.00
H  -6.79661  -1.93124  1.80103  0.00
H  -5.00394  -3.56659  2.29199  0.00
H  -2.69592  -2.77516  2.68565  0.00
H  0.05813  -1.74464  4.66389  0.00
H  0.18552  -1.63132  7.13294  0.00
H  -1.19547  -0.00177  8.36230  0.00
H  -2.61715  1.60060  7.13564  0.00
H  -2.72897  1.50471  4.65554  0.00
C  1.14597  2.40625  -2.82780  0.01
As  -0.31683  2.05678  -1.59619  0.00
C  -1.73610  1.80813  -2.93074  0.00
C  -0.84551  3.84306  -1.01379  0.00
H  0.92956  3.33543  -3.36350  0.00
H  1.22886  1.57996  -3.54052  0.00
H  2.09358  2.52663  -2.30218  0.00
H  -1.55199  2.47856  -3.77418  0.00
H  -2.70324  2.05477  -2.49231  0.00
H  -1.75617  0.77771  -3.29277  0.00
H  -1.04811  4.45327  -1.90022  0.00
H  -0.04866  4.29862  -0.42788  0.00
H  -1.75262  3.78254  -0.40744  0.00
N  -5.15149  0.12743  -1.27173  0.00
N  -3.97272  -0.43066  -0.96158  0.01
N  -3.75379  -1.71258  -1.04980  0.00
C  -2.46637  -1.81468  -0.78413  0.02
N  -1.93026  -0.60894  -0.52880  0.02
N  -2.91400  0.26636  -0.64495  0.01
H  -5.91501  -0.53630  -1.25202  0.00
H  -5.32273  1.01403  -0.81517  0.00
H  -1.92769  -2.74191  -0.80287  0.00
C  4.77784  -1.45014  1.53288  0.00
N  4.05653  -0.29487  1.04317  0.00
C  4.57574  0.96207  1.09202  0.01
C  3.85255  2.04704  0.74738  0.00
C  2.46732  1.87839  0.38089  0.01
O  1.67466  2.78965  0.14341  0.02
N  2.00736  0.58549  0.30395  0.02
C  2.77445  -0.48043  0.58528  0.01
O  2.28227  -1.60915  0.45713  0.02
H  5.83213  -1.21248  1.64453  0.00
H  4.65503  -2.27659  0.83427  0.00
H  4.37072  -1.75150  2.50019  0.00
H  5.59777  1.04161  1.43473  0.00
H  4.25743  3.04565  0.77323  0.00
Br  0.66836  -1.05880  -2.26564  0.02

As for the energy: -11372.29713 a.u. The LUMO energy (alpha / beta) comes out at -4.65 / -3.78 eV. As for the spin multiplicity: 3. As for the total charge: +1. The HOMO energy (alpha / beta) is -10.97 / -11.27 eV.



Entry 4:
The following is a DFT calculation (ωB97M-V/def2-TZVPD) of 9 unconnected molecules or ions with the total composition C2H21NO8 at a distorted geometry.

Last column: Löwdin charge in e.
Atoms and positions in Å:
C  0.11065  2.20668  -0.86987  -0.05
C  -0.46117  1.03575  -0.56731  -0.32
N  -1.61797  0.63557  -1.22687  0.05
H  -0.42035  2.96035  -1.45059  0.06
H  0.98926  2.61115  -0.39797  0.06
H  -0.08887  0.28601  0.11662  0.09
H  -2.01314  1.07920  -2.04024  0.10
H  -1.70583  -0.37112  -1.19500  0.05
O  -0.54606  -2.16823  -0.83140  -0.08
H  0.32733  -1.80688  -1.05155  0.02
H  -0.61059  -2.99318  -1.34380  0.08
O  2.40189  -2.11660  0.68842  -0.05
H  1.94288  -1.64358  1.38847  0.03
H  2.99481  -2.78533  1.05379  0.07
O  -2.18570  0.58263  1.95879  -0.07
H  -2.77721  -0.12195  1.66030  0.04
H  -2.64488  1.43802  1.84630  0.05
O  0.96598  1.39415  2.56721  -0.06
H  0.39399  1.80767  3.21356  0.03
H  0.94031  0.46646  2.87074  0.04
O  -1.37066  3.74034  1.11730  -0.07
H  -1.62921  3.97215  0.21656  0.03
H  -0.91866  2.88692  1.13005  -0.01
O  1.24758  0.01211  -3.19228  -0.06
H  1.91264  0.59116  -2.79667  0.05
H  0.57184  0.01705  -2.49431  0.00
O  -0.25748  -2.02464  1.88812  -0.07
H  -0.38919  -2.23466  0.93887  0.00
H  -1.04831  -1.56281  2.15017  0.01
O  1.71890  -2.85811  -1.86166  -0.09
H  2.01799  -2.18647  -2.50621  0.05
H  2.14925  -2.84980  -0.97954  0.02

As for the energy: -745.44285 a.u. The LUMO energy comes out at 0.32 eV. As for the total charge: 0. The HOMO energy is -8.32 eV.